7 unconnected molecules or ions with the total composition C24H25BrF7INO23 at a distorted geometry, computed with the ωB97M-V functional and the def2-TZVPD basis.

Each atom is followed by the atoms it is bonded to, with distances in Å.
Element x y z (Å)
1 C -0.6964 -2.5876 -1.6143  C2 1.618, H9 1.169, H10 1.151, H11 1.165
2 C 0.3153 -2.2930 -2.8416  C1 1.618, I3 2.187, N4 1.502, C6 1.624
3 I 1.5533 -0.5869 -2.2575  C2 2.187, Br5 3.217
4 N -0.4289 -2.0188 -4.1174  C2 1.502, Br5 1.875, H12 1.033
5 Br 0.5419 -0.9269 -5.2928  I3 3.217, N4 1.875, O57 2.020
6 C 1.1717 -3.6516 -3.0820  C2 1.624, O7 1.305, O8 1.424
7 O 1.9272 -3.7961 -4.1358  C6 1.305
8 O 1.1162 -4.7082 -2.1295  C6 1.424
9 H -1.2056 -3.6266 -1.7817  C1 1.169
10 H -1.4845 -1.7694 -1.4300  C1 1.151
11 H -0.0226 -2.7452 -0.6768  C1 1.165
12 H -1.3862 -1.6638 -3.9575  N4 1.033
13 C -3.2647 -1.9342 2.8802  C14 1.494, O18 1.418, H20 1.094, H21 1.092
14 C -2.8906 -0.7470 2.0538  C13 1.494, O15 1.410, F19 1.354, H22 1.094
15 O -1.5000 -0.8986 1.8767  C14 1.410, C16 1.363
16 C -1.2752 -2.2418 1.9186  O15 1.363, O17 1.199, O18 1.366
17 O -0.2643 -2.7653 1.5415  C16 1.199
18 O -2.3434 -2.9171 2.4363  C13 1.418, C16 1.366
19 F -3.1124 0.4042 2.7303  C14 1.354
20 H -3.1246 -1.7636 3.9520  C13 1.094
21 H -4.2941 -2.2542 2.7076  C13 1.092
22 H -3.3836 -0.7060 1.0778  C14 1.094
23 C 1.9272 -0.9279 3.5783  C24 1.493, O28 1.421, H30 1.094, H31 1.092
24 C 2.7321 0.3031 3.3195  C23 1.493, O25 1.413, F29 1.350, H32 1.095
25 O 1.8913 1.3435 3.7759  C24 1.413, C26 1.362
26 C 1.1383 0.7896 4.7663  O25 1.362, O27 1.204, O28 1.364
27 O 0.5047 1.4253 5.5690  C26 1.204
28 O 1.1949 -0.5727 4.7430  C23 1.421, C26 1.364
29 F 2.9436 0.4721 1.9964  C24 1.350
30 H 1.2302 -1.1557 2.7663  C23 1.094
31 H 2.5526 -1.8040 3.7592  C23 1.092
32 H 3.6854 0.3385 3.8561  C24 1.095
33 C -2.8262 3.1013 5.6150  C34 1.494, O38 1.419, H40 1.094, H41 1.092
34 C -3.3998 4.4793 5.5554  C33 1.494, O35 1.410, F39 1.356, H42 1.094
35 O -4.1525 4.4680 4.3626  C34 1.410, C36 1.364
36 C -4.5494 3.1734 4.1993  O35 1.364, O37 1.201, O38 1.365
37 O -5.4221 2.8255 3.4520  C36 1.201
38 O -3.8379 2.3226 4.9956  C33 1.419, C36 1.365
39 F -2.4194 5.4092 5.4362  C34 1.356
40 H -1.8957 3.0055 5.0472  C33 1.094
41 H -2.6473 2.7689 6.6393  C33 1.092
42 H -4.0504 4.7320 6.3983  C34 1.094
43 C 6.7777 1.8741 -0.9957  C44 1.494, O48 1.417, H50 1.094, H51 1.092
44 C 6.1402 0.6953 -1.6563  C43 1.494, O45 1.411, F49 1.354, H52 1.094
45 O 4.7602 0.9750 -1.5607  C44 1.411, C46 1.363
46 C 4.6682 2.3344 -1.5579  O45 1.363, O47 1.200, O48 1.366
47 O 3.6530 2.9424 -1.7586  C46 1.200
48 O 5.8756 2.9223 -1.3061  C43 1.417, C46 1.366
49 F 6.3963 -0.4421 -0.9687  C44 1.354
50 H 6.8460 1.7634 0.0908  C43 1.094
51 H 7.7739 2.0843 -1.3901  C43 1.092
52 H 6.4168 0.5645 -2.7070  C44 1.094
53 C 0.6011 -3.0784 -10.0851  C54 1.496, O58 1.417, H60 1.094, H61 1.092
54 C 1.9471 -3.5314 -9.6161  C53 1.496, O55 1.410, F59 1.356, H62 1.094
55 O 2.1292 -2.8218 -8.4115  C54 1.410, C56 1.366
56 C 0.8722 -2.6237 -7.9162  O55 1.366, O57 1.209, O58 1.369
57 O 0.6352 -2.2933 -6.7771  Br5 2.020, C56 1.209
58 O -0.0861 -2.8491 -8.8674  C53 1.417, C56 1.369
59 F 2.9163 -3.1551 -10.4868  C54 1.356
60 H 0.6459 -2.1471 -10.6583  C53 1.094
61 H 0.0924 -3.8356 -10.6853  C53 1.092
62 H 2.0178 -4.6064 -9.4237  C54 1.094
63 C -3.8464 -5.5889 -3.9771  C64 1.494, O68 1.418, H70 1.094, H71 1.092
64 C -4.6267 -5.2083 -2.7613  C63 1.494, O65 1.411, F69 1.354, H72 1.095
65 O -4.0682 -3.9660 -2.3928  C64 1.411, C66 1.363
66 C -3.6278 -3.4099 -3.5568  O65 1.363, O67 1.201, O68 1.363
67 O -3.3412 -2.2509 -3.6838  C66 1.201
68 O -3.5592 -4.3291 -4.5614  C63 1.418, C66 1.363
69 F -4.4174 -6.0889 -1.7543  C64 1.354
70 H -2.9091 -6.0990 -3.7349  C63 1.094
71 H -4.4210 -6.2168 -4.6609  C63 1.092
72 H -5.7011 -5.0916 -2.9349  C64 1.095
73 C -0.0171 7.0154 6.3182  C74 1.494, O78 1.419, H80 1.094, H81 1.091
74 C 0.7992 7.5992 5.2119  C73 1.494, O75 1.412, F79 1.354, H82 1.094
75 O 1.9511 8.0767 5.8750  C74 1.412, C76 1.363
76 C 2.1061 7.2638 6.9582  O75 1.363, O77 1.201, O78 1.365
77 O 3.1153 7.1874 7.6051  C76 1.201
78 O 0.9766 6.5418 7.2135  C73 1.419, C76 1.365
79 F 0.1640 8.6513 4.6431  C74 1.354
80 H -0.6365 7.7615 6.8254  C73 1.094
81 H -0.6582 6.2009 5.9769  C73 1.091
82 H 1.0904 6.8801 4.4402  C74 1.094

Results
charge: -1
gap between HOMO and LUMO: 0.19796 Ha
total energy: -6285.5186 Ha